No. 1
Below is a molecular structure, C48H56Cl4IN4O3Re, with properties calculated with the ωB97M-V functional and the def2-TZVPD basis.

The geometry in ORCA input format:
```
! wB97M-V def2-TZVPD RIJCOSX def2/J DEFGRID3
* xyz 1 2
Re 0.417 1.043 1.202
C -5.398 -2.180 -3.020
C -4.253 -2.798 -2.205
C -4.828 -3.834 -1.227
C -3.315 -3.527 -3.174
C -3.535 -1.730 -1.394
C -2.176 -1.562 -1.473
C -1.509 -0.640 -0.642
N -0.207 -0.359 -0.583
C 0.829 -0.647 -1.383
C 0.978 -1.705 -2.295
C 2.126 -1.828 -3.040
C 3.135 -0.854 -2.894
C 3.064 0.198 -2.005
C 1.898 0.305 -1.208
O 1.679 1.252 -0.340
C 4.165 1.245 -1.886
C 3.591 2.602 -2.316
C 4.648 1.338 -0.431
C 5.373 0.943 -2.776
C 2.332 -2.977 -4.011
C 1.143 -3.942 -4.046
C 2.523 -2.415 -5.428
C 3.570 -3.783 -3.593
C -2.266 0.186 0.271
O -1.607 1.039 0.984
C -3.682 0.018 0.340
C -4.255 -0.932 -0.477
C -4.476 0.783 1.389
C -5.983 0.536 1.287
C -4.231 2.293 1.270
C -3.990 0.293 2.762
H -5.899 -2.957 -3.594
H -5.013 -1.438 -3.718
H -6.139 -1.709 -2.380
H -5.338 -4.618 -1.782
H -5.542 -3.382 -0.544
H -4.031 -4.286 -0.638
H -3.875 -4.282 -3.721
H -2.511 -4.037 -2.644
H -2.891 -2.838 -3.902
H -1.605 -2.161 -2.155
H 0.213 -2.459 -2.352
H 4.011 -0.953 -3.511
H 2.789 2.901 -1.650
H 3.205 2.546 -3.333
H 4.371 3.359 -2.283
H 3.828 1.594 0.234
H 5.405 2.114 -0.347
H 5.082 0.392 -0.111
H 5.099 0.979 -3.828
H 5.813 -0.025 -2.550
H 6.131 1.703 -2.605
H 0.236 -3.438 -4.371
H 0.977 -4.401 -3.074
H 1.354 -4.738 -4.755
H 1.643 -1.849 -5.729
H 2.662 -3.233 -6.129
H 3.391 -1.765 -5.494
H 3.454 -4.148 -2.573
H 4.479 -3.190 -3.648
H 3.681 -4.639 -4.254
H -5.320 -1.083 -0.417
H -6.368 0.858 0.322
H -6.491 1.108 2.058
H -6.227 -0.512 1.440
H -4.453 2.639 0.261
H -3.202 2.538 1.516
H -4.878 2.818 1.970
H -4.155 -0.778 2.872
H -4.527 0.804 3.558
H -2.929 0.502 2.879
Cl -1.361 -3.988 6.226
C -1.010 -2.585 5.290
C -1.322 -1.343 5.800
C -1.047 -0.198 5.067
I -1.510 1.727 5.759
C -0.463 -0.243 3.797
O -0.198 0.841 3.160
C -0.167 -1.540 3.258
N 0.370 -1.566 2.029
C 0.703 -2.716 1.501
C 0.517 -3.938 2.161
C -0.050 -3.939 3.410
C -0.417 -2.717 4.010
H -1.777 -1.260 6.776
H 1.149 -2.679 0.516
H 0.813 -4.862 1.686
H -0.227 -4.857 3.948
Cl 4.191 -0.641 4.962
C 4.786 -0.307 3.303
Cl 5.933 -1.565 2.779
Cl 5.567 1.301 3.234
C 3.638 -0.281 2.442
N 2.704 -0.197 1.788
C 0.458 6.244 -0.046
N -0.278 5.015 -0.130
C 0.182 4.062 -1.093
C -0.757 4.451 1.106
C 0.384 4.154 2.067
C 0.810 5.211 2.869
C 1.891 5.074 3.717
C 2.552 3.861 3.771
C 2.110 2.805 2.991
C 1.025 2.919 2.117
H 0.571 6.667 -1.044
H 1.456 6.101 0.385
H -0.085 6.954 0.575
H 0.558 4.573 -1.978
H -0.640 3.404 -1.375
H 0.980 3.432 -0.671
H -1.289 3.529 0.876
H -1.443 5.162 1.572
H 0.274 6.150 2.845
H 2.202 5.898 4.341
H 3.394 3.722 4.435
H 2.631 1.865 3.094
*
```

Results
LUMO level (spin up / spin down), eV: -4.899 / -5.111
Expectation value of S²: 0.913
Largest force on an atom, eV/Å: 3.20
Total energy, Eh: -4523.883713
Kohn-Sham gap (spin up / spin down), eV: 4.91 / 4.70
HOMO level (spin up / spin down), eV: -9.806 / -9.808

Atom charges from the Löwdin analysis, given in e for atoms 1 to 6: Re 1.8280; C -0.0324; C -0.5506; C -0.0316; C -0.0598; C -0.1345

No. 2
Below is 10 unconnected molecules or ions with the total composition C48H56N12O3, with properties calculated with the ωB97M-V functional and the def2-TZVPD basis.

The geometry in ORCA input format:
```
! wB97M-V def2-TZVPD RIJCOSX def2/J DEFGRID3
* xyz 0 1
C 0.701 -0.687 -4.262
C 0.164 0.310 -3.856
C -0.501 1.526 -3.363
C -0.669 1.372 -1.917
N -0.858 1.225 -0.804
C -1.869 1.592 -4.102
C -3.049 2.269 -3.398
C -3.259 3.753 -3.590
O -3.821 4.408 -2.747
O -2.857 4.322 -4.740
C 0.497 2.720 -3.607
C 0.005 3.953 -2.992
N -0.395 4.893 -2.491
C 1.861 2.438 -2.957
C 2.821 3.619 -3.055
N 0.691 2.828 -5.080
C 0.552 3.927 -5.611
O 0.470 4.931 -6.183
H 0.927 -1.599 -4.761
H -2.144 0.563 -4.296
H -1.706 2.029 -5.080
H -3.073 2.085 -2.332
H -3.958 1.830 -3.806
H -2.771 3.666 -5.444
H 2.317 1.589 -3.448
H 1.705 2.240 -1.899
H 2.901 3.998 -4.069
H 3.811 3.285 -2.764
H 2.540 4.432 -2.394
N 0.659 -3.636 0.348
C 0.035 -3.692 1.565
C -0.525 -2.464 1.807
C -0.226 -1.633 0.693
C 0.503 -2.386 -0.188
H 1.160 -4.393 -0.078
H 0.039 -4.600 2.146
H -1.084 -2.190 2.686
H -0.508 -0.605 0.552
H 0.926 -2.134 -1.147
N -0.891 8.252 -2.109
C -1.772 8.841 -1.248
C -2.029 10.105 -1.710
C -1.270 10.284 -2.899
C -0.579 9.122 -3.117
H -0.530 7.318 -2.019
H -2.142 8.314 -0.386
H -2.687 10.821 -1.248
H -1.237 11.163 -3.520
H 0.103 8.841 -3.901
N 2.188 -3.551 4.002
C 2.468 -4.711 4.665
C 3.412 -4.439 5.623
C 3.710 -3.054 5.534
C 2.937 -2.537 4.525
H 1.532 -3.451 3.239
H 1.981 -5.634 4.397
H 3.837 -5.154 6.309
H 4.409 -2.501 6.139
H 2.853 -1.535 4.138
N 4.992 -0.463 2.442
C 6.249 -0.006 2.723
C 6.253 1.351 2.537
C 4.944 1.726 2.129
C 4.190 0.584 2.080
H 4.700 -1.422 2.496
H 7.029 -0.681 3.032
H 7.099 2.002 2.680
H 4.597 2.720 1.901
H 3.156 0.428 1.822
N -3.933 6.102 -0.121
C -4.876 7.085 -0.023
C -4.889 7.531 1.273
C -3.911 6.785 1.985
C -3.339 5.913 1.095
H -3.713 5.595 -0.961
H -5.453 7.384 -0.881
H -5.526 8.305 1.666
H -3.656 6.879 3.027
H -2.562 5.179 1.224
N -0.257 -6.996 5.266
C -1.572 -7.292 5.500
C -1.812 -8.548 5.011
C -0.592 -9.029 4.462
C 0.349 -8.051 4.635
H 0.196 -6.135 5.518
H -2.221 -6.588 5.992
H -2.755 -9.065 5.044
H -0.426 -9.985 3.995
H 1.391 -8.016 4.368
N 2.066 -6.878 8.828
C 2.343 -8.050 9.476
C 3.269 -7.782 10.448
C 3.562 -6.392 10.383
C 2.803 -5.862 9.375
H 1.421 -6.780 8.066
H 1.859 -8.969 9.192
H 3.690 -8.501 11.130
H 4.250 -5.846 11.006
H 2.724 -4.856 9.000
N 1.584 -5.396 -2.981
C 0.800 -6.021 -3.914
C 1.404 -7.203 -4.241
C 2.598 -7.298 -3.476
C 2.682 -6.168 -2.709
H 1.386 -4.505 -2.567
H -0.116 -5.573 -4.259
H 1.032 -7.924 -4.950
H 3.313 -8.103 -3.488
H 3.425 -5.849 -1.997
N -6.420 2.881 -7.365
C -5.896 3.440 -8.498
C -5.223 4.576 -8.133
C -5.346 4.707 -6.722
C -6.089 3.645 -6.278
H -6.971 2.043 -7.337
H -6.048 2.987 -9.462
H -4.704 5.242 -8.801
H -4.940 5.491 -6.105
H -6.414 3.374 -5.287
*
```

Results
LUMO level, eV: -0.152
SMILES string: C#C[C@](C#N)(CCC(=O)O)[C@@](C#N)(CC)N=C=O.c1cc[nH]c1.c1cc[nH]c1.c1cc[nH]c1.c1cc[nH]c1.c1cc[nH]c1.c1cc[nH]c1.c1cc[nH]c1.c1cc[nH]c1.c1cc[nH]c1
Largest force on an atom, eV/Å: 1.27
Total energy, Eh: -2745.293841
Kohn-Sham gap, eV: 7.48
HOMO level, eV: -7.631

Atom charges from the Löwdin analysis, given in e for atoms 1 to 6: C 0.1745; C -0.0886; C -0.3482; C -0.1565; N 0.2442; C -0.0848

No. 3
Below is a molecular structure, C48H57AsBrClN2O3SSbSi3Sn, with properties calculated with the ωB97M-V functional and the def2-TZVPD basis.

The geometry in ORCA input format:
```
! wB97M-V def2-TZVPD RIJCOSX def2/J DEFGRID3
* xyz 1 1
Sn 12.508 14.574 18.057
S 13.986 15.521 19.963
C 14.483 14.128 20.926
C 13.786 13.784 22.105
C 14.319 12.853 23.028
C 15.362 12.056 22.644
C 16.033 12.330 21.409
C 15.508 13.184 20.524
As 16.276 13.598 18.737
C 16.629 11.791 18.138
C 16.118 10.549 18.704
C 16.284 9.344 18.007
C 16.789 9.352 16.690
C 17.228 10.490 16.148
C 17.177 11.695 16.862
C 18.109 13.885 19.424
C 19.107 13.887 18.432
C 20.465 14.130 18.736
C 20.780 14.672 19.990
C 19.737 14.860 20.929
C 18.473 14.431 20.691
H 12.874 14.301 22.327
H 13.766 12.680 23.949
H 15.698 11.270 23.322
H 16.953 11.696 21.275
H 15.629 10.558 19.655
H 15.922 8.388 18.446
H 16.855 8.426 16.158
H 17.606 10.586 15.147
H 17.432 12.539 16.199
H 18.866 13.402 17.519
H 21.199 13.860 18.000
H 21.799 14.867 20.206
H 19.904 15.277 21.907
H 17.756 14.444 21.467
C 14.788 18.038 16.064
C 14.160 16.794 16.128
N 13.043 16.547 16.918
C 12.552 17.635 17.624
C 13.102 18.974 17.520
C 14.229 19.154 16.643
C 12.426 20.086 18.100
C 11.258 19.867 18.815
C 10.699 18.579 18.980
C 9.490 18.359 19.664
C 9.019 17.051 19.821
C 9.715 16.005 19.241
N 10.918 16.152 18.569
C 11.379 17.473 18.435
H 15.758 18.091 15.576
H 14.525 15.921 15.578
H 14.689 20.126 16.570
H 12.920 21.040 18.061
H 10.748 20.713 19.364
H 9.079 19.229 20.213
H 8.116 16.922 20.492
H 9.354 14.975 19.443
Br 12.482 9.322 19.959
C 14.621 15.722 11.909
C 14.721 14.288 11.557
C 15.818 13.822 10.828
C 15.673 12.545 10.258
Cl 16.953 11.901 9.341
C 14.559 11.734 10.452
C 13.532 12.096 11.350
C 13.717 13.369 11.962
O 12.849 13.766 12.891
C 12.704 13.066 14.089
C 11.211 13.192 14.541
O 10.793 13.916 15.483
O 10.362 12.536 13.710
H 15.473 16.027 12.586
H 13.647 15.837 12.532
H 14.632 16.365 11.061
H 16.697 14.407 10.640
H 14.635 10.777 9.919
H 12.583 11.598 11.562
H 13.309 13.605 14.861
H 12.947 12.000 13.957
C 9.210 7.068 20.116
Si 8.818 8.693 19.308
C 7.034 9.325 19.555
C 9.052 8.636 17.400
Sb 10.332 10.724 20.057
Si 8.726 13.115 13.668
C 8.939 14.807 12.938
C 7.706 12.159 12.421
C 7.999 12.880 15.393
Si 9.879 10.478 22.643
C 10.209 12.274 23.289
C 8.071 10.193 22.914
C 10.979 9.095 23.271
H 8.332 6.482 20.195
H 9.510 7.175 21.179
H 9.995 6.373 19.710
H 6.274 8.689 19.065
H 6.886 10.288 19.146
H 6.547 9.394 20.582
H 10.021 8.304 17.055
H 8.868 9.553 16.873
H 8.333 7.885 17.027
H 8.009 15.414 12.667
H 9.652 14.808 12.101
H 9.433 15.496 13.690
H 7.036 12.789 11.783
H 7.068 11.412 12.913
H 8.355 11.573 11.665
H 7.804 13.858 15.826
H 8.837 12.491 15.992
H 7.160 12.204 15.402
H 9.503 13.031 22.977
H 11.205 12.645 23.098
H 10.121 12.179 24.371
H 7.392 10.867 22.425
H 7.855 10.185 23.970
H 7.859 9.227 22.451
H 12.016 9.204 22.908
H 10.650 8.141 22.796
H 10.968 8.971 24.338
*
```

Results
LUMO level, eV: -3.962
Largest force on an atom, eV/Å: 4.06
Total energy, Eh: -9189.596351
Kohn-Sham gap, eV: 5.94
HOMO level, eV: -9.906

Atom charges from the Löwdin analysis, given in e for atoms 1 to 6: Sn 1.0030; S 0.4268; C -0.7011; C -0.1200; C -0.0899; C -0.0675

No. 4
Below is a molecular structure, C48H57FIN7O7Sr, with properties calculated with the ωB97M-V functional and the def2-TZVPD basis.

The geometry in ORCA input format:
```
! wB97M-V def2-TZVPD RIJCOSX def2/J DEFGRID3
* xyz 0 1
Sr 0.286 -0.805 1.537
C -0.086 -1.741 7.402
C -0.735 -1.028 6.216
C -1.974 -1.783 5.723
C -1.084 0.408 6.554
C -1.846 0.683 7.684
C -2.174 1.984 8.017
C -1.745 3.034 7.223
C -0.981 2.817 6.080
C -0.544 4.051 5.302
C 0.790 4.587 5.837
C -0.521 3.944 3.776
C -0.674 1.491 5.774
N 0.076 1.174 4.576
C 1.510 1.143 4.661
O 1.988 1.291 5.749
C 2.385 1.040 3.442
C 3.752 0.951 3.658
C 4.572 0.913 2.536
C 4.019 0.968 1.268
C 2.633 1.039 1.147
N 1.855 1.080 2.223
C 1.971 1.076 -0.228
O 2.737 1.090 -1.202
N 0.633 1.078 -0.215
C -0.034 1.455 -1.386
C -1.191 0.764 -1.813
C -1.858 1.166 -2.968
C -1.426 2.245 -3.721
C -0.329 2.963 -3.270
C 0.350 2.616 -2.110
C 1.401 3.594 -1.609
C 2.555 3.758 -2.597
C 0.751 4.944 -1.286
C -1.822 -0.354 -1.004
C -2.373 -1.497 -1.857
C -2.894 0.179 -0.053
H 0.231 -2.741 7.103
H -0.784 -1.843 8.237
H 0.803 -1.211 7.739
H 0.000 -1.040 5.411
H -2.703 -1.898 6.529
H -1.694 -2.778 5.375
H -2.462 -1.254 4.901
H -2.177 -0.135 8.310
H -2.770 2.184 8.899
H -2.009 4.051 7.487
H -1.303 4.802 5.541
H 1.595 3.871 5.688
H 0.727 4.791 6.906
H 1.053 5.515 5.324
H 0.367 3.435 3.400
H -0.509 4.950 3.352
H -1.404 3.431 3.392
H 4.136 0.869 4.664
H 5.643 0.825 2.659
H 4.623 0.934 0.374
H -2.759 0.642 -3.265
H -1.978 2.565 -4.599
H -0.017 3.851 -3.809
H 1.814 3.220 -0.676
H 2.204 4.177 -3.544
H 3.028 2.795 -2.785
H 3.303 4.444 -2.194
H 0.366 5.431 -2.184
H 1.485 5.615 -0.833
H -0.078 4.822 -0.587
H -1.051 -0.816 -0.388
H -3.287 -1.204 -2.379
H -2.616 -2.345 -1.213
H -1.639 -1.810 -2.599
H -3.704 0.643 -0.621
H -2.487 0.938 0.619
H -3.312 -0.630 0.549
F 2.490 -0.061 -4.527
C 1.763 -1.097 -4.064
C 1.871 -1.472 -2.759
C 1.133 -2.567 -2.301
C 1.077 -2.786 -0.856
O 1.723 -2.046 -0.100
C 0.176 -3.806 -0.402
C -0.457 -4.570 -1.320
N -0.409 -4.366 -2.676
C -1.195 -5.194 -3.557
C -2.554 -5.651 -3.124
C -2.428 -4.618 -4.201
C 0.335 -3.309 -3.181
C 0.212 -2.872 -4.507
C 0.879 -1.738 -4.936
N 0.572 -1.182 -6.208
C 0.628 0.263 -6.364
C -0.250 0.631 -7.577
N -1.104 -0.563 -7.889
C -0.267 -1.701 -8.403
C 0.919 -1.879 -7.426
C -0.172 -3.867 1.092
O 0.328 -4.730 1.799
O -0.967 -2.926 1.427
H 2.481 -0.892 -2.074
H -1.095 -5.385 -1.009
H -0.605 -5.889 -4.143
H -2.923 -5.311 -2.167
H -2.842 -6.656 -3.393
H -2.684 -3.603 -3.928
H -2.643 -4.902 -5.223
H -0.477 -3.359 -5.183
H 1.638 0.645 -6.536
H 0.243 0.729 -5.457
H 0.331 0.836 -8.474
H -0.900 1.478 -7.372
H -1.852 -0.333 -8.540
H -1.511 -0.872 -7.001
H 0.047 -1.445 -9.413
H -0.910 -2.579 -8.438
H 1.842 -1.490 -7.872
H 1.070 -2.936 -7.218
O 1.430 -2.125 3.381
H 1.967 -2.109 4.218
H 1.151 -3.049 3.267
I 3.648 -1.941 5.886
O -1.756 1.026 3.451
N -0.557 0.861 3.449
*
```

Results
LUMO level, eV: -1.733
Largest force on an atom, eV/Å: 0.71
Total energy, Eh: -3201.600093
Kohn-Sham gap, eV: 4.18
HOMO level, eV: -5.912

Atom charges from the Löwdin analysis, given in e for atoms 1 to 6: Sr 1.5448; C -0.0745; C -0.3672; C -0.0451; C -0.1148; C -0.0210

Which value of total energy does entry 1 give? -4523.883713 Eh